A cluster of 13 separate species, C44H114BN10O20 in total. Source: the OMol25 dataset; level of theory: ωB97M-V with the def2-TZVPD basis set.

Positions of all 189 atoms, in Å:
O: 2.027 2.370 -0.411
C: 1.251 1.479 -0.039
O: -0.014 1.312 -0.375
B: -0.500 0.052 0.249
O: 0.557 -0.369 1.105
C: 1.624 0.323 0.860
O: 2.698 0.047 1.403
O: -0.752 -0.946 -0.858
C: -2.027 -1.398 -0.838
O: -2.566 -2.257 -1.556
C: -2.670 -0.790 0.403
O: -1.810 0.116 0.856
O: -3.824 -0.923 0.790
C: -1.310 3.793 1.295
C: -2.809 3.968 0.855
C: -3.739 3.557 2.061
O: -5.126 3.507 1.691
C: -5.512 2.354 0.968
N: -3.013 5.409 0.581
H: -1.145 2.746 1.552
H: -0.921 4.443 2.078
H: -0.688 3.854 0.401
H: -2.895 3.332 -0.026
H: -3.749 4.367 2.790
H: -3.412 2.663 2.592
H: -6.554 2.468 0.672
H: -5.308 1.491 1.602
H: -5.031 2.242 -0.004
H: -2.551 5.894 1.336
H: -4.010 5.568 0.534
C: 6.813 0.616 4.570
C: 6.152 0.467 3.184
C: 6.407 1.628 2.264
O: 5.860 2.922 2.748
C: 4.564 3.172 2.378
N: 6.826 -0.718 2.668
H: 6.778 -0.308 5.147
H: 6.068 1.315 4.951
H: 7.796 1.083 4.515
H: 5.073 0.331 3.108
H: 6.102 1.442 1.234
H: 7.492 1.662 2.365
H: 4.487 3.198 1.291
H: 4.219 4.123 2.784
H: 3.857 2.425 2.738
H: 6.580 -1.458 3.310
H: 6.237 -1.041 1.913
C: -3.564 -4.733 1.677
C: -3.615 -5.722 0.534
C: -4.125 -5.149 -0.861
O: -4.346 -6.245 -1.667
C: -4.892 -5.983 -2.942
N: -2.262 -6.420 0.324
H: -4.529 -4.331 1.987
H: -2.855 -3.929 1.481
H: -3.103 -5.253 2.516
H: -4.374 -6.440 0.844
H: -3.372 -4.504 -1.314
H: -4.982 -4.529 -0.599
H: -5.842 -5.473 -2.782
H: -4.822 -6.896 -3.533
H: -4.187 -5.430 -3.563
H: -1.594 -5.679 0.164
H: -2.318 -6.884 -0.571
C: 3.426 -0.037 -2.014
C: 4.091 -0.884 -3.017
C: 4.805 -0.191 -4.231
O: 3.810 0.358 -5.097
C: 2.907 -0.519 -5.697
N: 4.992 -1.730 -2.319
H: 3.060 -0.795 -1.321
H: 2.639 0.543 -2.495
H: 4.031 0.785 -1.630
H: 3.308 -1.558 -3.364
H: 5.340 -0.941 -4.814
H: 5.563 0.535 -3.938
H: 2.636 -0.119 -6.673
H: 1.982 -0.499 -5.120
H: 3.316 -1.517 -5.851
H: 5.333 -2.492 -2.889
H: 5.851 -1.301 -2.007
C: 2.915 -1.184 6.131
C: 2.658 -1.341 4.677
C: 3.123 -2.643 4.118
O: 4.579 -2.787 4.126
C: 5.162 -3.754 3.274
N: 1.199 -1.091 4.516
H: 2.606 -0.172 6.395
H: 3.961 -1.256 6.427
H: 2.435 -1.963 6.722
H: 3.163 -0.559 4.109
H: 2.739 -2.696 3.099
H: 2.670 -3.504 4.610
H: 6.210 -3.486 3.138
H: 4.687 -3.774 2.293
H: 5.126 -4.766 3.675
H: 1.058 -0.231 5.025
H: 1.170 -0.890 3.526
C: 2.522 6.211 -4.074
C: 2.638 4.738 -3.666
C: 3.990 4.097 -3.523
O: 4.847 4.420 -4.586
C: 6.098 3.761 -4.388
N: 1.896 4.684 -2.433
H: 3.009 6.251 -5.049
H: 3.136 6.833 -3.422
H: 1.487 6.490 -4.271
H: 2.076 4.154 -4.394
H: 3.772 3.029 -3.508
H: 4.416 4.293 -2.539
H: 6.793 4.066 -5.171
H: 6.062 2.671 -4.377
H: 6.517 3.964 -3.403
H: 1.156 5.367 -2.510
H: 1.540 3.785 -2.141
C: -4.231 5.042 -3.570
C: -5.313 4.049 -3.407
C: -4.917 2.507 -3.449
O: -3.713 2.511 -2.683
C: -3.245 1.226 -2.392
N: -5.738 4.355 -2.044
H: -3.828 4.828 -4.560
H: -3.318 4.942 -2.983
H: -4.656 6.046 -3.569
H: -6.133 4.228 -4.102
H: -4.794 2.160 -4.475
H: -5.810 2.076 -2.998
H: -4.028 0.658 -1.890
H: -2.303 1.158 -1.847
H: -3.064 0.698 -3.329
H: -5.040 4.104 -1.358
H: -5.717 5.362 -1.977
C: -0.523 2.377 -5.021
C: -0.087 1.283 -6.002
C: -0.777 -0.173 -5.807
O: -2.238 -0.190 -5.878
C: -2.921 -1.392 -5.501
N: -0.266 1.846 -7.449
H: -0.449 3.401 -5.386
H: 0.101 2.291 -4.132
H: -1.528 2.309 -4.604
H: 0.992 1.247 -5.855
H: -0.528 -0.416 -4.774
H: -0.402 -0.853 -6.573
H: -3.959 -1.229 -5.792
H: -2.911 -1.411 -4.411
H: -2.493 -2.251 -6.017
H: -1.250 1.992 -7.624
H: 0.238 2.720 -7.394
C: -0.292 -3.983 2.293
C: 0.727 -4.499 1.274
C: 1.146 -5.952 1.733
O: 1.625 -5.880 3.081
C: 0.982 -6.614 4.136
N: 0.051 -4.457 -0.011
H: -0.695 -3.013 2.002
H: 0.143 -3.788 3.273
H: -1.148 -4.631 2.483
H: 1.599 -3.848 1.218
H: 1.945 -6.393 1.136
H: 0.239 -6.553 1.670
H: 0.996 -7.685 3.930
H: -0.041 -6.313 4.360
H: 1.419 -6.465 5.123
H: -0.363 -3.574 -0.274
H: 0.721 -4.704 -0.726
C: -7.689 -0.980 6.756
C: -6.300 -0.312 6.361
C: -5.493 -0.852 5.184
O: -4.195 -0.553 5.378
C: -3.340 -0.846 4.224
N: -6.490 1.093 6.299
H: -8.207 -0.245 7.373
H: -7.565 -1.854 7.395
H: -8.177 -1.233 5.815
H: -5.798 -0.466 7.316
H: -5.825 -0.414 4.242
H: -5.534 -1.922 4.983
H: -3.320 -1.824 3.744
H: -2.276 -0.742 4.441
H: -3.489 -0.046 3.499
H: -6.968 1.342 7.154
H: -5.523 1.381 6.332
O: 4.583 -2.102 0.597
H: 3.986 -1.385 0.808
H: 4.635 -2.098 -0.358
O: 3.859 5.243 -0.124
H: 3.486 4.922 -0.945
H: 4.182 4.457 0.316

Computed properties:
net charge	-1
relative energy (zero: lowest compared OMol25 entry of this formula, charge and spin)	0.00	kcal per mole
E_LUMO	0.062	hartree
multiplicity	1
gap between HOMO and LUMO	8.67	eV